#one
Below is a cluster of 2 separate species, C20H25N5O5S in total, with properties calculated with the ωB97M-V functional and the def2-TZVPD basis.

Output
LUMO level: 0.23 eV
SMILES: CNC(=O)[C@H](Cc1c[nH]c2ccccc12)NC(C)=O.Nc1cc(S(N)(=O)=O)ccc1O
HOMO: -7.6 eV
molecular weight: 447.52 g/mol

```
56
Properties=species:S:1:pos:R:3:lowdin_charge:R:1
C 0.997 2.535 1.590 -0.049
N -0.411 2.391 1.956 0.047
C -0.954 1.779 3.015 -0.452
O -2.167 1.848 3.157 0.038
C -0.101 1.006 4.041 -0.199
C -0.271 -0.514 3.886 -0.082
C 0.086 -1.008 2.522 -0.184
C -0.752 -1.574 1.622 -0.035
N -0.067 -1.802 0.441 0.080
C 1.234 -1.367 0.518 -0.198
C 2.277 -1.313 -0.416 -0.015
C 3.512 -0.771 -0.028 -0.095
C 3.693 -0.310 1.289 -0.099
C 2.642 -0.383 2.223 -0.039
C 1.379 -0.897 1.854 -0.133
N -0.437 1.394 5.414 0.110
C 0.453 1.539 6.394 -0.557
C -0.087 1.968 7.738 -0.001
O 1.654 1.358 6.244 0.036
H 1.335 1.655 1.040 0.069
H 1.116 3.404 0.941 0.085
H 1.622 2.682 2.471 0.089
H -1.089 2.823 1.347 0.142
H 0.946 1.239 3.864 0.113
H 0.369 -1.019 4.611 0.128
H -1.305 -0.784 4.105 0.124
H -1.803 -1.769 1.791 0.129
H -0.477 -2.169 -0.414 0.106
H 2.125 -1.681 -1.419 0.090
H 4.327 -0.718 -0.738 0.092
H 4.651 0.095 1.587 0.092
H 2.796 -0.031 3.233 0.105
H -1.408 1.581 5.609 0.146
H -0.671 2.879 7.619 0.080
H 0.750 2.157 8.410 0.083
H -0.711 1.174 8.143 0.082
N 0.531 0.468 -7.443 0.112
C -0.439 0.098 -6.517 -0.246
C -0.222 -0.995 -5.674 -0.003
C -1.187 -1.375 -4.727 -0.268
S -0.860 -2.803 -3.655 0.660
N -2.353 -3.362 -3.211 -0.075
O -0.186 -2.474 -2.399 -0.331
O -0.259 -3.933 -4.360 -0.322
C -2.379 -0.643 -4.629 -0.076
C -2.606 0.444 -5.481 -0.010
C -1.643 0.820 -6.422 -0.246
O -1.879 1.898 -7.237 0.058
H 1.491 0.164 -7.293 0.105
H 0.372 1.357 -7.920 0.099
H 0.704 -1.557 -5.762 0.127
H -2.163 -4.088 -2.534 0.074
H -2.747 -3.761 -4.051 0.073
H -3.134 -0.912 -3.892 0.107
H -3.535 0.997 -5.398 0.118
H -2.762 2.259 -7.058 0.115
```

#two
Below is an isolated molecule of C20H25N5O5S, with properties calculated with the ωB97M-V functional and the def2-TZVPD basis.

Output
LUMO level: 0.44 eV
SMILES: CCOc1ccc(OCC)c(NC(=O)CSc2nc3c(c(=O)n(C)c(=O)n3C)n2C)c1
HOMO: -7.9 eV
molecular weight: 447.52 g/mol

```
56
Properties=species:S:1:pos:R:3:lowdin_charge:R:1
C 3.056 -0.168 4.191 -0.056
C 1.910 -0.452 3.234 -0.249
O 2.467 -0.600 1.936 -0.055
C 1.652 -0.894 0.895 -0.273
C 2.263 -0.989 -0.354 0.001
C 1.525 -1.276 -1.484 -0.013
C 0.155 -1.469 -1.400 -0.216
O -0.688 -1.715 -2.463 -0.089
C -0.132 -2.100 -3.706 -0.248
C 0.442 -3.512 -3.682 -0.057
C -0.467 -1.366 -0.145 -0.135
N -1.865 -1.482 -0.135 0.158
C -2.715 -1.366 0.911 -0.543
O -2.388 -1.364 2.081 0.052
C -4.159 -1.153 0.488 -0.322
S -4.540 0.635 0.745 0.984
C -2.959 1.261 0.328 -0.635
N -2.465 1.278 -0.899 0.168
C -1.189 1.682 -0.743 -0.234
C -0.911 1.925 0.595 -0.067
C 0.404 2.264 1.047 -0.372
O 0.752 2.478 2.193 0.070
N 1.312 2.304 -0.009 0.049
C 2.693 2.563 0.372 0.007
C 1.061 2.086 -1.357 -0.442
O 1.939 2.141 -2.191 0.069
N -0.244 1.812 -1.710 0.025
C -0.597 1.602 -3.097 0.005
N -2.074 1.653 1.269 -0.034
C -2.272 1.704 2.691 -0.006
C 0.277 -1.088 0.992 0.062
H 3.782 -0.977 4.156 0.077
H 2.673 -0.073 5.202 0.077
H 3.550 0.758 3.911 0.076
H 1.201 0.384 3.240 0.105
H 1.387 -1.372 3.524 0.128
H 3.327 -0.833 -0.425 0.125
H 2.035 -1.328 -2.432 0.117
H -0.976 -2.051 -4.401 0.126
H 0.624 -1.376 -4.032 0.115
H 1.262 -3.582 -2.971 0.070
H 0.809 -3.773 -4.671 0.079
H -0.328 -4.222 -3.392 0.081
H -2.248 -1.512 -1.071 0.138
H -4.348 -1.401 -0.554 0.077
H -4.841 -1.685 1.148 0.084
H 3.277 2.697 -0.533 0.091
H 3.075 1.720 0.947 0.089
H 2.728 3.458 0.992 0.099
H -1.121 0.653 -3.195 0.079
H 0.322 1.601 -3.678 0.092
H -1.252 2.405 -3.436 0.100
H -2.444 0.694 3.072 0.083
H -1.373 2.119 3.143 0.091
H -3.135 2.326 2.928 0.094
H -0.233 -1.021 1.937 0.104
```

#two (0.0478 hartree below the next structure)

#one
Below is a cluster of 2 separate species, C4H12N3 in total, with properties calculated with the ωB97M-V functional and the def2-TZVPD basis.

Output
LUMO level: -4.89 eV
total charge: +1
HOMO: -12.3 eV
molecular weight: 102.16 g/mol

```
19
Properties=species:S:1:pos:R:3:lowdin_charge:R:1
C 2.084 -1.028 -0.090 0.022
C 0.539 -1.133 -1.964 0.153
N 1.409 -0.503 -1.293 0.008
H 1.538 -0.598 0.750 0.094
H 3.118 -0.709 -0.101 0.108
H 2.011 -2.109 -0.116 0.105
H 0.304 -2.150 -1.677 0.127
H 0.078 -0.646 -2.810 0.129
H 1.511 0.492 -1.489 0.174
C -0.491 1.845 1.613 -0.149
N -1.614 -0.722 0.954 0.113
C -1.481 0.352 0.105 -0.353
N -0.692 1.340 0.257 -0.057
H -1.414 1.890 2.194 0.084
H -0.125 2.865 1.555 0.071
H 0.238 1.290 2.220 0.065
H -1.346 -0.543 1.910 0.090
H -2.344 -1.379 0.736 0.095
H -2.104 0.290 -0.796 0.121
```

#two
Below is a cluster of 2 separate species, C4H12N3 in total, with properties calculated with the ωB97M-V functional and the def2-TZVPD basis.

Output
LUMO level: -3.50 eV
total charge: +1
HOMO: -13.5 eV
molecular weight: 102.16 g/mol

```
19
Properties=species:S:1:pos:R:3:lowdin_charge:R:1
N 1.686 0.035 1.750 0.205
C 1.771 0.393 0.496 -0.196
N 2.720 0.014 -0.325 0.204
H 2.334 -0.639 2.144 0.147
H 0.819 0.194 2.243 0.125
H 1.008 1.055 0.112 0.134
H 2.617 0.200 -1.309 0.136
H 3.379 -0.695 -0.042 0.142
C -1.757 0.978 0.561 -0.092
C -1.942 -0.390 -0.094 -0.291
C -0.627 -0.916 -1.919 -0.041
N -0.691 -0.892 -0.657 -0.055
H -2.716 1.356 0.908 0.083
H -1.091 0.925 1.426 0.047
H -1.350 1.697 -0.153 0.075
H -2.732 -0.307 -0.847 0.108
H -2.272 -1.114 0.651 0.114
H -1.424 -0.558 -2.574 0.088
H 0.268 -1.335 -2.373 0.067
```

#three
Below is the ion C4H12N3 with charge +1, with properties calculated with the ωB97M-V functional and the def2-TZVPD basis.

Output
LUMO level: -3.19 eV
total charge: +1
SMILES: CCCNC(N)=[NH2+]
HOMO: -15.0 eV
molecular weight: 102.16 g/mol

```
19
Properties=species:S:1:pos:R:3:lowdin_charge:R:1
C 0.936 0.305 2.712 -0.099
C 1.430 0.734 1.320 -0.206
C 0.286 1.172 0.386 -0.150
N -0.632 0.028 0.092 0.112
C -0.654 -0.478 -1.135 -0.388
N 0.363 -0.437 -2.025 0.199
N -1.737 -1.249 -1.513 0.200
H -0.079 0.653 2.956 0.078
H 1.669 0.600 3.466 0.080
H 0.838 -0.766 2.844 0.067
H 2.094 1.588 1.457 0.118
H 1.831 -0.131 0.814 0.106
H -0.316 2.057 0.574 0.133
H 0.756 1.464 -0.554 0.099
H -1.408 -0.229 0.686 0.163
H 0.906 0.406 -2.071 0.116
H 0.426 -1.239 -2.627 0.130
H -2.549 -1.039 -0.961 0.128
H -1.509 -1.787 -2.315 0.113
```

#four
Below is the ion C4H12N3 with charge +1, with properties calculated with the ωB97M-V functional and the def2-TZVPD basis.

Output
LUMO level: -4.27 eV
total charge: +1
SMILES: N/C=[NH+]/CCCN
HOMO: -14.1 eV
molecular weight: 102.16 g/mol

```
19
Properties=species:S:1:pos:R:3:lowdin_charge:R:1
N 1.699 -0.794 2.148 0.178
C 1.091 -1.243 1.047 -0.108
N 0.084 -0.562 0.553 0.035
C -0.890 -1.027 -0.436 -0.160
C -1.030 -0.001 -1.560 -0.161
C -1.215 1.404 -0.949 -0.235
N 0.130 1.931 -0.616 -0.005
H 2.176 -1.432 2.742 0.120
H 1.860 0.185 2.290 0.132
H 1.586 -2.032 0.478 0.172
H 0.359 0.449 0.416 0.123
H -0.556 -2.020 -0.760 0.128
H -1.853 -1.177 0.055 0.133
H -0.135 -0.030 -2.192 0.118
H -1.823 -0.283 -2.240 0.117
H -1.857 1.988 -1.595 0.115
H -1.719 1.260 0.011 0.116
H 0.625 1.972 -1.492 0.083
H 0.117 2.917 -0.365 0.098
```

#three (0.0155 hartree below the next structure)

#one
Below is a structure of composition C4H12N3, with properties calculated with the ωB97M-V functional and the def2-TZVPD basis.

Output
LUMO level: -2.52 eV
total charge: +1
HOMO: -13.8 eV
molecular weight: 102.16 g/mol

```
19
Properties=species:S:1:pos:R:3:lowdin_charge:R:1
C 0.421 2.140 1.429 -0.053
C -0.694 0.617 -0.143 -0.266
C 0.878 -1.619 -1.234 -0.231
C -1.926 -0.186 -0.409 -0.035
N -0.512 1.089 1.081 -0.056
N 1.874 -2.483 -1.170 0.156
N 0.657 -0.650 -0.407 0.106
H 1.118 2.303 0.611 0.092
H -0.111 3.072 1.625 0.094
H -0.375 1.279 -0.942 0.149
H 0.184 -1.736 -2.059 0.148
H -2.028 -1.002 0.303 0.095
H -1.925 -0.587 -1.418 0.080
H -2.793 0.467 -0.308 0.100
H -0.941 0.603 1.855 0.155
H 1.986 -3.210 -1.858 0.126
H 2.552 -2.449 -0.421 0.129
H 1.324 -0.543 0.351 0.117
H 0.975 1.871 2.327 0.092
```

#two
Below is a cluster of 2 separate species, C4H12N3 in total, with properties calculated with the ωB97M-V functional and the def2-TZVPD basis.

Output
LUMO level: -6.06 eV
total charge: +1
HOMO: -15.1 eV
molecular weight: 102.16 g/mol

```
19
Properties=species:S:1:pos:R:3:lowdin_charge:R:1
C -1.538 -0.703 -0.396 -0.162
C -1.339 1.769 -0.300 0.027
C 0.349 1.110 2.082 -0.047
C 2.622 -1.771 -1.039 -0.018
N -2.434 -0.625 -1.250 0.189
N -1.111 0.477 0.351 -0.116
N -0.218 0.229 1.169 0.065
H -1.056 -1.665 -0.201 0.142
H -1.952 2.390 0.492 0.153
H -0.208 2.079 -0.561 0.172
H -2.042 1.710 -1.096 0.067
H -0.133 2.056 2.122 0.067
H 0.471 0.486 3.119 0.180
H 1.360 1.371 1.540 0.166
H 3.167 -1.827 -1.892 -0.017
H 2.280 -0.880 -0.652 -0.041
H 2.881 -2.487 -0.301 0.010
H -2.690 -1.396 -1.843 0.096
H 1.592 -2.325 -1.345 0.070
```

#one (0.1748 hartree below the next structure)